Molecular formula: C31H48O24
Method: DFT, ωB97M-V/def2-TZVPD

Properties
**Gap between HOMO and LUMO**: 7.66 eV
**HOMO**: -7.90 eV
**M**: 804.70 u

Structure (ORCA input):
```
! wB97M-V def2-TZVPD RIJCOSX def2/J DEFGRID3
* xyz 0 1
H 9.359 0.981 -4.014
H 10.585 4.408 -5.317
H 10.890 3.107 -4.118
H 7.372 2.458 -7.361
H 11.373 0.154 -4.175
H 9.652 -5.565 -11.023
H 7.588 -7.175 -8.447
C 3.755 -4.367 -6.378
C 8.692 -0.486 -7.657
H 12.582 -0.563 -7.272
H 6.113 2.256 -13.185
H 8.784 2.937 -6.404
H 8.420 0.162 -6.823
O 8.910 -1.775 -7.145
H 7.543 -4.078 -8.330
H 12.893 -1.434 -4.752
H 6.715 -0.283 -7.853
O 7.986 -1.613 -11.533
O 12.079 1.402 -7.660
O 11.746 2.886 -5.940
O 6.667 -5.277 -9.988
H 8.342 -4.348 -9.405
C 4.845 1.278 -9.225
H 5.742 2.971 -7.330
O 7.189 1.178 -11.141
C 5.911 -4.891 -5.755
O 10.078 -3.582 -3.456
H 9.482 -1.952 -9.365
O 9.236 0.431 -11.166
H 11.454 -1.613 -7.566
C 7.180 2.047 -13.256
H 5.692 -1.878 -9.893
H 9.292 -0.510 -12.928
H 6.827 3.375 -8.683
C 9.490 2.439 -5.740
O 4.373 -4.609 -7.475
H 9.770 1.066 -8.720
H 8.060 0.852 -5.200
H 7.711 -5.793 -7.419
H 6.795 -4.416 -5.328
C 6.511 -3.933 -8.011
O 8.571 -3.895 -7.931
H 10.363 -0.872 -10.487
C 12.332 -1.564 -6.923
C 9.003 0.474 -12.558
H 6.835 0.040 -12.911
H 13.180 -2.202 -7.174
H 9.751 -2.388 -12.415
C 8.675 -5.983 -10.784
H 6.109 -3.913 -9.024
H 7.708 -0.388 -9.409
O 2.597 -3.889 -6.263
H 6.065 -0.695 -11.214
O 4.736 0.128 -9.901
H 10.291 -0.573 -9.005
H 10.932 -2.505 -10.339
O 4.676 -4.302 -5.400
C 10.030 -1.893 -10.305
C 7.511 -0.778 -8.410
H 9.176 -6.296 -8.133
H 8.067 2.249 -4.140
H 8.687 -7.072 -10.812
C 8.108 -6.223 -8.338
C 6.555 -5.378 -11.311
O 5.759 -1.969 -11.906
C 11.404 1.804 -6.727
C 7.994 -5.361 -9.605
O 8.092 0.854 -9.114
O 10.199 1.363 -6.408
C 5.869 -0.834 -10.151
C 8.253 -2.673 -7.777
O 5.637 -5.223 -12.088
H 6.382 -2.901 -7.685
C 6.503 2.583 -8.007
H 7.516 2.894 -12.657
C 10.925 -0.591 -4.833
H 10.634 0.253 -7.456
C 10.647 3.332 -5.156
H 6.828 -0.497 -9.758
H 8.839 -4.564 -11.962
C 11.999 -1.556 -5.363
C 7.514 0.776 -12.481
O 3.974 2.146 -9.150
H 9.019 -4.012 -10.245
C 8.100 0.779 -10.350
O 7.200 -3.597 -11.138
H 7.618 2.091 -14.254
H 5.884 -5.831 -5.204
C 9.893 0.095 -8.240
C 10.505 -2.658 -4.152
H 10.450 -0.042 -5.645
O 10.131 -1.397 -4.075
O 6.061 1.422 -8.706
O 11.412 -2.827 -5.040
C 5.761 -5.014 -7.294
C 8.711 1.553 -4.677
C 6.872 -2.392 -11.598
O 7.719 -5.733 -11.817
H 9.604 1.225 -13.071
H 6.094 -5.946 -7.751
C 8.596 -3.797 -11.227
C 9.120 -2.384 -11.525
O 7.322 -2.103 -8.445
*
```

---

Molecular formula: C31H48O2P2Pr
Method: DFT, ωB97M-V/def2-TZVPD

Properties
**Gap between HOMO and LUMO (spin up / spin down)**: 7.85 / 8.04 eV
**<S²>**: 2.004
**HOMO (spin up / spin down)**: -10.67 / -10.69 eV
**M**: 655.58 u

Structure (ORCA input):
```
! wB97M-V def2-TZVPD RIJCOSX def2/J DEFGRID3
* xyz 1 3
C -0.943 -2.002 -1.601
C 1.416 -3.683 0.901
H -2.539 -1.475 -5.233
H 3.553 -2.352 3.516
O -1.054 1.445 1.654
H 3.137 2.714 0.621
H 0.962 3.541 6.070
C -0.571 -1.555 3.383
C 0.813 -1.077 3.640
H -0.766 1.222 -7.386
H 1.874 0.929 -4.443
H 1.580 2.215 -1.596
H -1.856 -4.143 2.547
H -2.959 0.011 -1.534
H -1.661 -2.699 -1.160
H -0.537 -2.586 -5.877
C 1.302 -0.478 -5.858
H 0.754 2.658 -6.042
H -2.619 1.100 -0.160
H 3.602 -2.073 1.769
C 0.504 -1.054 -6.992
H -1.846 -1.560 5.024
O -2.517 3.124 1.760
C -2.582 0.064 -0.513
C -1.048 1.492 -6.363
H 0.281 -0.305 -7.759
H 1.786 -4.549 1.459
C -0.150 3.027 4.292
H 3.546 -0.694 2.892
P 1.931 0.883 0.291
H -1.003 3.328 7.580
H 0.635 -4.020 0.221
C -2.502 2.579 4.617
H 1.116 -1.827 -7.493
H -1.430 -3.828 0.860
H 0.441 0.764 4.660
H 3.958 -0.282 0.174
C -1.904 0.441 -5.717
H -1.267 -1.719 -2.602
C -0.013 3.266 5.664
H -2.686 -1.271 3.486
C -1.392 2.656 3.758
C 1.172 0.712 -5.259
Pr 0.147 -0.412 1.546
C 2.601 2.095 1.341
H -1.733 0.028 4.228
C 3.187 -1.710 2.708
C -0.805 -1.740 -6.531
H 0.042 -2.480 -1.643
H -0.103 2.247 -4.569
C 0.894 -2.707 1.887
H 2.081 -1.147 -5.462
C -0.012 0.710 -1.722
H 2.824 -0.899 -1.051
C -1.661 2.414 2.273
H -3.227 2.728 6.643
H 1.843 2.698 1.855
H 0.719 3.125 3.640
H 1.229 -0.512 5.606
H 0.251 2.437 -0.416
C -1.781 -1.053 4.057
C 0.218 1.834 -5.541
H -3.486 2.323 4.216
H -3.186 -0.564 0.161
C -1.658 -3.355 1.813
C -2.362 2.812 5.984
P -0.936 -0.505 -0.730
C -1.112 3.150 6.511
H 3.293 1.674 2.083
H 2.155 0.404 4.399
H -1.641 2.422 -6.447
H 2.242 -3.277 0.310
C -0.507 -2.567 2.308
H 3.580 0.713 -1.264
H -2.718 0.835 -5.091
H 0.597 0.106 -2.406
C 3.177 0.007 -0.539
C 1.713 -1.808 2.721
H -1.294 -2.196 -7.407
C -1.793 -0.891 -5.786
C 0.867 1.695 -0.946
H -2.567 -2.753 1.706
H -0.779 1.222 -2.310
C 1.182 -0.040 4.620
*
```

---

Molecular formula: C31H49BrClNO3P
Method: DFT, ωB97M-V/def2-TZVPD

Properties
**SMILES**: CCCCCCCCCCCCCCc1[nH+]c(P(=O)(O)O)c(-c2ccccc2)c(C[C@@H](C)Br)c1C[C@H](C)Cl
**Gap between HOMO and LUMO**: 7.94 eV
**HOMO**: -11.93 eV
**M**: 630.07 u

Structure (ORCA input):
```
! wB97M-V def2-TZVPD RIJCOSX def2/J DEFGRID3
* xyz 1 1
H 8.773 0.604 1.394
C -3.113 3.017 -0.767
H -3.090 -4.410 0.073
C 4.697 -3.181 -0.780
C -2.453 5.656 -1.262
H -2.174 6.689 -1.443
H -1.437 2.531 -1.965
H 4.630 -4.127 -0.232
C 2.217 -3.016 -0.018
H -1.541 1.176 3.116
H 7.969 -1.031 0.338
C -3.402 1.579 -0.507
H 0.809 -2.896 -1.704
H -6.435 -1.709 1.400
C 7.629 -0.591 -0.605
H 8.412 -0.790 -1.344
H -0.143 -1.890 0.433
H -1.533 -3.798 -1.452
H 6.576 -2.873 0.161
H -3.217 -0.370 3.027
H -5.955 -2.878 2.640
C 8.916 2.704 1.017
C -6.332 -1.864 2.483
C -1.692 4.654 -1.808
Br -1.455 3.627 3.474
C 3.308 -2.542 -1.016
H 2.579 -3.894 0.523
N -3.824 -0.564 -1.344
H -4.914 -2.856 0.629
H 2.970 -2.862 -2.010
H -2.097 0.555 -4.807
C 6.266 -1.165 -1.074
C -3.940 -0.879 2.388
C -3.260 1.948 2.013
H -4.847 2.743 -3.239
C -2.030 3.350 -1.553
H -0.424 -3.513 1.049
Cl -6.187 0.789 2.654
C -3.583 0.738 -1.564
H -2.608 -3.230 1.275
C -1.752 1.995 2.425
H -7.336 -1.711 2.881
H -4.577 -2.892 -1.084
H -5.282 -0.934 4.068
C 5.720 -2.243 -0.123
H 5.547 -0.339 -1.109
H 3.395 -1.451 -1.051
H 0.815 -4.443 -0.842
C -0.347 -2.927 0.126
H -3.681 -1.939 2.364
H 8.298 1.455 -1.104
O -4.435 0.179 -3.969
C -4.171 -2.580 -0.116
H 5.097 -3.449 -1.767
C -3.551 5.354 -0.488
O -3.993 2.622 -3.687
H 6.412 -1.560 -2.084
H -3.665 2.945 1.874
C -3.783 -0.293 0.994
C 8.096 1.379 1.022
H -1.753 -2.068 -1.232
H -4.730 3.792 0.371
H -0.810 1.067 0.653
H -0.778 2.889 0.703
C -2.861 -3.348 0.219
C -3.876 4.048 -0.252
C -5.369 -0.782 2.990
C -0.746 1.963 1.277
H 0.253 1.948 1.731
C 7.624 0.956 -0.399
C 0.875 -3.355 -0.710
H 8.894 3.184 0.036
H 7.240 1.468 1.695
H -3.925 -1.169 -2.160
H 8.506 3.413 1.745
H 2.021 -2.221 0.713
H -3.772 1.536 2.880
H 6.622 1.373 -0.553
C -1.658 -3.019 -0.694
O -2.056 0.870 -3.890
H -4.120 6.180 -0.077
H 5.362 -1.801 0.816
C -3.490 1.058 0.815
C -3.921 -1.089 -0.135
P -3.513 1.146 -3.353
H -0.836 4.865 -2.440
H 9.942 2.501 1.332
*
```

---

Molecular formula: C31H49F3N3O7P2
Method: DFT, ωB97M-V/def2-TZVPD

Properties
**Gap between HOMO and LUMO**: 9.17 eV
**HOMO**: -11.48 eV
**M**: 694.69 u

Structure (ORCA input):
```
! wB97M-V def2-TZVPD RIJCOSX def2/J DEFGRID3
* xyz 1 1
H 3.982 -6.585 3.124
N -0.325 -1.228 -1.281
O 1.155 -4.703 1.224
H 2.259 3.285 2.788
O -0.767 4.178 2.933
H 3.367 -6.258 0.837
N -4.588 0.327 0.654
H 2.457 0.329 -2.272
H 3.914 3.001 2.360
H 3.896 5.639 1.960
H -0.417 -3.339 -1.548
C -0.120 -0.820 -2.738
C 0.401 -0.294 -0.301
H 0.094 -0.702 0.665
C 3.589 -4.532 3.640
H 2.182 -1.413 0.154
C -0.802 0.371 -3.410
O 1.594 -3.086 -3.171
H 2.173 5.437 1.868
C 2.889 -0.064 -1.360
H 4.001 -4.597 0.809
H 2.767 2.423 0.516
O -2.792 -1.450 -3.116
H -0.392 -1.676 -3.345
H -1.148 -2.250 1.132
C -1.815 -1.393 -0.819
H -3.724 -2.103 -1.432
C -4.257 -2.766 1.468
O 2.241 -4.384 3.141
H -3.687 0.620 -2.558
C -1.875 -2.451 0.349
H 1.368 4.047 -1.600
C -5.858 0.662 0.502
C 0.476 2.204 -1.223
H -6.463 0.685 1.399
C -3.824 0.293 -0.429
H 3.477 -0.936 -1.641
H -2.878 -3.166 -4.276
O -1.820 3.837 0.607
H -7.493 1.239 -0.780
H -2.433 -3.113 -1.980
C -0.155 1.143 -0.265
H -6.035 1.224 -2.808
H 3.541 -4.819 4.687
H 3.249 2.875 -1.100
H 4.692 4.227 4.261
C 1.922 -0.424 -0.213
C 3.325 4.531 0.241
H 3.130 3.656 4.887
H -0.162 0.697 2.329
C 3.232 3.774 2.722
C 3.117 4.914 1.709
H -0.153 1.234 -3.494
C 4.225 -5.591 2.748
H -3.576 -1.690 -4.965
H 4.089 -3.565 3.562
C 1.249 3.425 -0.708
H -2.641 4.340 0.698
H 4.392 4.502 0.021
C -3.465 -2.271 -4.055
C 3.614 4.261 4.125
C 2.166 -4.801 1.868
P -1.340 3.200 2.000
C -4.310 0.629 -1.681
H -1.745 0.678 -2.993
C 2.688 3.218 -0.225
C -2.341 -0.044 -0.186
H -3.033 3.079 3.231
H 0.676 4.057 -0.027
H 1.093 1.747 -1.993
F 2.591 -3.204 -1.231
H 2.183 0.202 0.644
C 3.505 -5.353 1.420
O -2.603 2.451 2.630
H -1.645 -3.443 -0.035
C -3.196 -2.608 0.948
C -2.718 -2.059 -1.858
F -2.206 -0.171 1.206
H 5.307 -5.507 2.693
H 2.908 5.324 -0.384
C -5.642 0.976 -1.834
H -0.369 2.614 -1.776
C -6.447 0.982 -0.711
P 0.212 1.780 1.508
C 0.294 -2.606 -1.188
H 0.944 -0.694 -2.893
H -4.458 -2.549 -3.697
H 3.269 5.286 4.253
F -1.019 -0.038 -4.726
H -5.219 -2.827 1.916
H -2.063 1.959 -0.348
H 0.556 -2.815 -0.157
N -1.592 1.094 -0.575
C 1.536 -2.931 -2.013
H 3.617 0.667 -1.021
*
```

---

Molecular formula: C31H50BCaFN2P2
Method: DFT, ωB97M-V/def2-TZVPD

Properties
**Gap between HOMO and LUMO**: 6.54 eV
**HOMO**: -6.32 eV
**M**: 582.59 u

Structure (ORCA input):
```
! wB97M-V def2-TZVPD RIJCOSX def2/J DEFGRID3
* xyz 0 1
H 2.065 -1.850 3.837
C 0.279 1.123 7.137
H 2.821 -0.029 5.262
C -2.734 3.269 -1.362
H 0.525 -6.443 -0.314
H 3.186 1.631 -5.641
Ca 0.740 -0.573 1.628
H -0.222 -1.454 -3.413
F 0.041 1.959 8.183
C 1.329 -2.525 -1.330
C -0.523 -0.416 5.505
H 2.012 -3.028 -0.639
H -2.958 2.203 -1.437
H -1.774 0.579 6.958
C 0.686 4.784 1.288
C -0.938 5.010 -1.594
H 0.003 -5.621 -1.782
H -1.951 -1.185 -3.624
H -3.270 -3.414 -1.046
C 1.804 0.109 5.614
H 0.364 -2.374 3.866
H -2.247 -4.259 0.931
H -2.267 3.063 1.866
H 0.563 -5.303 1.887
H 2.045 2.662 0.130
C -1.674 -5.001 0.370
C 0.382 2.573 2.403
C 1.569 0.969 6.674
H -2.015 -3.651 -3.967
C -2.950 -2.537 -1.610
H -0.239 1.672 2.479
H -0.804 1.816 -2.883
H 2.632 2.690 -3.493
H -1.397 5.443 -2.489
P -0.399 -2.710 -0.601
C 2.809 -0.364 -4.960
H 0.135 5.209 -1.642
C -1.231 3.513 -1.559
C -0.205 3.543 1.364
C -1.608 3.934 1.835
H 2.377 1.512 7.148
H 1.487 -3.935 1.270
H -3.298 3.791 -2.139
H -3.088 3.622 -0.393
C -1.170 -1.382 -2.885
H -1.610 -5.907 0.979
C 0.772 -0.617 4.988
C 2.127 0.817 -2.545
H -3.038 -1.662 -0.962
H -3.637 -2.409 -2.451
H 0.401 3.044 3.388
H 1.666 4.559 0.867
H 1.388 -3.041 -2.288
H -0.377 -4.010 -3.422
C 0.475 -4.329 1.399
H -1.349 -0.963 5.062
H 0.233 5.576 0.696
H -1.353 5.533 -0.732
C 2.422 -1.178 -3.900
N 1.689 -1.133 -1.477
H 1.680 3.209 -1.506
H -1.772 -4.781 -2.638
H 0.847 5.177 2.297
H -0.074 -3.667 2.069
H 2.406 -2.254 -4.029
H -1.583 3.198 -3.660
C 1.453 2.448 -0.760
H -1.558 4.356 2.843
H 1.408 2.279 2.154
H -1.121 -0.528 -2.203
C -0.840 2.908 -2.912
C -0.774 0.439 6.566
C -1.511 -2.673 -2.129
C 2.873 1.015 -4.809
C 0.488 -5.474 -0.819
H -2.222 -5.250 -0.539
N 1.782 1.120 -1.233
H 0.128 3.267 -3.253
C 1.024 -1.501 3.856
C -0.267 -4.479 0.062
C 2.544 1.616 -3.599
C -1.404 -3.857 -3.084
H 1.517 -5.157 -0.994
P -0.358 2.496 -0.215
C 2.082 -0.586 -2.694
H 3.071 -0.813 -5.910
B 1.536 -0.092 -0.476
H -2.057 4.682 1.182
*
```